Record 1
Entry from the OMol25 dataset: a gas-phase ion, C5H8NS (charge +1) (ωB97M-V/def2-TZVPD).

Structure (XYZ):
```
15
Properties=species:S:1:pos:R:3
C 0.683 -1.540 0.360
C 0.273 -2.441 1.399
C -0.209 0.579 -0.442
C 0.499 1.600 0.385
C -1.150 1.138 -1.463
N 0.130 -0.616 -0.336
S 1.833 -2.772 0.284
H 0.557 -2.102 2.395
H -0.667 -2.949 1.291
H 1.242 2.065 -0.209
H 1.004 1.082 1.190
H -0.127 2.352 0.543
H -1.811 1.779 -1.092
H -1.614 0.259 -2.002
H -0.643 1.566 -2.302
```

The strongest force on any atom comes out at 6.27 eV/Å. The calculation puts the HOMO energy at -0.5362 hartree. As for the energy above the lowest of the compared OMol25 structures with the same formula, charge and spin: 49.1 kcal/mol. Its charge is +1. The electronic energy comes out at -17630.80262 eV. The HOMO-LUMO gap comes out at 0.363 Eh. The LUMO energy is -4.7 eV.



Record 2
Entry from the OMol25 dataset: 2 unconnected molecules or ions with the total composition CH4S3 (ωB97M-V/def2-TZVPD).

Structure (XYZ):
```
8
Properties=species:S:1:pos:R:3
C 0.541 -0.124 -0.334
S 0.614 -1.772 -0.752
S 1.326 0.540 1.031
S -1.856 1.081 0.137
H 0.095 0.440 -1.069
H 1.633 -2.120 0.247
H 0.568 1.560 1.023
H -2.920 0.395 -0.283
```

The strongest force on any atom comes out at 2.75 eV/Å. The calculation puts the HOMO energy (spin up / spin down) at -0.2815 / -0.3054 hartree. As for the energy above the lowest of the compared OMol25 structures with the same formula, charge and spin: 67.4 kcal/mol. The electronic energy comes out at -33604.57911 eV. The HOMO-LUMO gap (spin up / spin down) comes out at 0.228 / 0.267 Eh. The LUMO energy (spin up / spin down) is -1.5 / -1.0 eV.



Record 3
Entry from the OMol25 dataset: 3 unconnected molecules or ions with the total composition C3H10O3S (ωB97M-V/def2-TZVPD).

Structure (XYZ):
```
17
Properties=species:S:1:pos:R:3
O -0.873 -0.177 1.957
C -1.171 0.326 0.907
C -0.597 -0.134 -0.414
C -1.290 -1.439 -0.819
S -0.565 -2.052 -2.395
H -1.932 1.127 0.910
H 0.401 -0.413 -0.160
H -0.685 0.628 -1.176
H -1.057 -2.246 -0.135
H -2.371 -1.359 -0.930
H 0.713 -2.106 -1.999
O 2.906 -0.482 -0.286
H 3.500 -1.015 0.251
H 3.442 -0.194 -1.032
O -0.068 3.540 1.863
H -0.556 2.938 2.378
H 0.203 3.056 1.081
```

The strongest force on any atom comes out at 1.80 eV/Å. The calculation puts the HOMO energy at -0.3369 hartree. As for the energy above the lowest of the compared OMol25 structures with the same formula, charge and spin: 13.8 kcal/mol. As for the structure (SMILES): O=CCCS.O.O. The electronic energy comes out at -20250.16733 eV. The HOMO-LUMO gap comes out at 0.353 Eh. The LUMO energy is 0.4 eV.



Record 4
Entry from the OMol25 dataset: a molecular structure, C22H24BN8S2Sn (ωB97M-V/def2-TZVPD).

Structure (XYZ):
```
58
Properties=species:S:1:pos:R:3
Sn 1.747 0.278 -1.388
C 3.884 -2.986 -0.957
C 2.893 -2.823 0.192
C 2.888 -3.496 1.372
C 1.828 -3.034 2.093
N 1.146 -2.235 1.246
N 1.834 -2.061 0.119
B 0.029 -1.179 1.478
N -0.833 -0.925 0.168
C -2.119 -1.174 0.113
C -2.611 -1.003 -1.173
C -1.439 -0.675 -1.898
C -1.400 -0.300 -3.398
N -0.392 -0.668 -1.125
N 0.715 0.120 1.796
C 0.796 0.660 3.051
C 1.639 1.769 2.997
C 1.958 1.885 1.656
C 2.854 2.817 0.969
N 1.449 0.864 0.962
N -0.878 -1.614 2.613
C -1.437 -2.832 2.636
C -2.505 -2.790 3.585
C -2.624 -1.417 3.952
C -3.553 -0.755 4.944
N -1.593 -0.734 3.433
H 3.514 -3.668 -1.734
H 4.814 -3.282 -0.613
H 4.018 -2.066 -1.460
H 3.727 -4.215 1.586
H 1.396 -3.287 2.977
H -2.685 -1.354 1.034
H -3.604 -1.099 -1.492
H -1.233 0.704 -3.416
H -2.272 -0.538 -4.023
H -0.639 -0.721 -4.012
H 0.280 0.232 3.871
H 1.883 2.293 3.895
H 2.387 3.787 0.974
H 2.783 2.668 -0.093
H 3.877 2.895 1.322
H -0.962 -3.673 2.122
H -3.125 -3.573 3.912
H -4.544 -1.205 4.885
H -3.704 0.348 4.639
H -3.207 -0.885 5.957
S 0.245 2.502 -1.332
C -0.128 3.031 -2.913
C -1.122 4.121 -3.072
C -1.613 4.513 -4.305
C -1.060 3.903 -5.478
C -0.110 2.900 -5.320
C 0.390 2.422 -4.084
S 1.560 1.195 -4.119
H -1.636 4.465 -2.098
H -2.436 5.216 -4.283
H -1.362 4.156 -6.529
H 0.295 2.523 -6.234
```

The strongest force on any atom comes out at 4.00 eV/Å. The calculation puts the HOMO energy (spin up / spin down) at -0.2912 / -0.2939 hartree. As for the energy above the lowest of the compared OMol25 structures with the same formula, charge and spin: 51.0 kcal/mol. The electronic energy comes out at -63304.06237 eV. The multiplicity is 2. The HOMO-LUMO gap (spin up / spin down) comes out at 0.314 / 0.208 Eh. The LUMO energy (spin up / spin down) is 0.6 / -2.3 eV.



Record 5
Entry from the OMol25 dataset: 2 unconnected molecules or ions with the total composition CH4N2S2 (ωB97M-V/def2-TZVPD).

Structure (XYZ):
```
9
Properties=species:S:1:pos:R:3
C -1.993 0.478 -0.203
N -0.937 -0.048 -0.710
N 0.988 0.527 -0.360
S -3.316 -0.446 0.195
S 1.976 -0.636 0.105
H -2.177 1.548 -0.254
H -0.689 -1.043 -0.795
H 1.231 0.814 -1.292
H 1.423 -0.431 1.403
```

The strongest force on any atom comes out at 4.20 eV/Å. The calculation puts the HOMO energy (spin up / spin down) at -0.3034 / -0.2959 hartree. As for the energy above the lowest of the compared OMol25 structures with the same formula, charge and spin: 95.9 kcal/mol. The electronic energy comes out at -25748.33315 eV. The HOMO-LUMO gap (spin up / spin down) comes out at 0.260 / 0.240 Eh. The LUMO energy (spin up / spin down) is -1.2 / -1.5 eV.



Record 6
Entry from the OMol25 dataset: 2 unconnected molecules or ions with the total composition C3H4O2 (ωB97M-V/def2-TZVPD).

Structure (XYZ):
```
9
Properties=species:S:1:pos:R:3
C -0.405 0.403 -0.032
C -1.493 0.470 -0.485
C 0.924 0.564 0.414
O -2.732 -0.208 -2.766
O -3.072 0.317 -1.569
H 0.962 1.070 1.388
H 1.391 -0.395 0.386
H 1.333 1.324 -0.295
H -2.236 -1.013 -2.606
```

The strongest force on any atom comes out at 7.00 eV/Å. The calculation puts the HOMO energy (spin up / spin down) at -0.3715 / -0.3715 hartree. As for the energy above the lowest of the compared OMol25 structures with the same formula, charge and spin: 191.9 kcal/mol. The electronic energy comes out at -7262.36527 eV. The HOMO-LUMO gap (spin up / spin down) comes out at 0.336 / 0.336 Eh. The LUMO energy (spin up / spin down) is -1.0 / -1.0 eV.



Record 7
Entry from the OMol25 dataset: 5 unconnected molecules or ions with the total composition C2H13NO4 (ωB97M-V/def2-TZVPD).

Structure (XYZ):
```
20
Properties=species:S:1:pos:R:3
C 0.769 1.274 1.861
C 0.943 1.276 0.513
N 0.764 0.127 -0.404
H 1.185 0.284 2.319
H 0.454 2.216 2.252
H 1.055 2.101 -0.081
H 0.610 -0.736 0.050
H 0.936 0.367 -1.337
O -3.286 -2.917 4.165
H -4.230 -2.989 4.132
H -3.019 -2.914 5.076
O 0.695 -4.015 1.012
H 0.579 -4.911 0.553
H 1.336 -4.341 1.691
O -2.406 3.640 -5.129
H -2.222 3.183 -4.300
H -1.789 4.190 -5.554
O 2.273 1.777 -2.282
H 2.417 1.028 -1.704
H 2.934 1.360 -2.832
```

The strongest force on any atom comes out at 5.18 eV/Å. The calculation puts the HOMO energy at -0.2906 hartree. As for the energy above the lowest of the compared OMol25 structures with the same formula, charge and spin: 76.0 kcal/mol. As for the structure (SMILES): C=CN.O.O.O.O. The electronic energy comes out at -11962.17061 eV. The HOMO-LUMO gap comes out at 0.314 Eh. The LUMO energy is 0.6 eV.



Record 8
Entry from the OMol25 dataset: 2 unconnected molecules or ions with the total composition C6H15NO (ωB97M-V/def2-TZVPD).

Structure (XYZ):
```
23
Properties=species:S:1:pos:R:3
C 1.123 -1.063 1.038
C 0.707 0.409 1.111
C 0.061 0.847 -0.200
C -1.225 0.595 -0.386
C -2.014 0.966 -1.623
C 0.994 1.567 -1.149
N 2.481 -1.250 1.573
H 0.475 -1.643 1.694
H 0.993 -1.469 0.043
H 1.567 1.044 1.351
H 0.003 0.581 1.924
H -1.809 0.127 0.391
H -2.616 0.122 -1.970
H -2.533 1.898 -1.401
H -1.345 1.139 -2.475
H 1.774 0.843 -1.423
H 0.453 2.085 -1.930
H 1.599 2.250 -0.541
H 3.156 -0.535 1.326
H 2.909 -2.106 1.239
H -2.291 -2.041 1.255
H -2.593 -2.119 -0.245
O -1.870 -2.246 0.398
```

The strongest force on any atom comes out at 1.54 eV/Å. The calculation puts the HOMO energy (spin up / spin down) at 0.0347 / -0.1975 hartree. As for the energy above the lowest of the compared OMol25 structures with the same formula, charge and spin: 24.9 kcal/mol. Its charge is -1. The electronic energy comes out at -10000.82916 eV. The multiplicity is 2. The HOMO-LUMO gap (spin up / spin down) comes out at 0.097 / 0.324 Eh. The LUMO energy (spin up / spin down) is 3.6 / 3.4 eV.



Record 9
Entry from the OMol25 dataset: a molecular structure, H24O12Xe (ωB97M-V/def2-TZVPD).

Structure (XYZ):
```
37
Properties=species:S:1:pos:R:3
Xe -0.500 0.091 0.357
O 1.308 -3.439 -1.045
H 1.428 -2.546 -1.369
H 0.488 -3.731 -1.443
O -4.043 -1.314 -0.083
H -4.195 -2.256 -0.157
H -3.362 -1.129 -0.730
O 2.672 1.991 2.187
H 3.243 2.257 2.907
H 2.761 1.039 2.148
O 2.273 1.749 -1.997
H 1.384 2.093 -2.080
H 2.703 2.339 -1.378
O 0.083 -0.687 -3.744
H -0.707 -0.889 -3.242
H 0.802 -0.833 -3.129
O 2.310 -1.098 -1.922
H 2.942 -1.292 -2.614
H 2.406 -0.158 -1.766
O 0.037 2.847 2.881
H 0.894 2.521 2.605
H -0.415 3.055 2.064
O -1.644 0.893 4.240
H -1.994 0.237 3.638
H -1.149 1.492 3.681
O -0.079 3.294 -1.916
H -0.744 3.148 -2.588
H -0.526 3.809 -1.244
O 2.931 -0.921 2.196
H 3.692 -1.110 1.648
H 2.288 -1.587 1.952
O -3.202 -1.056 2.725
H -4.130 -1.266 2.834
H -3.095 -0.927 1.783
O -2.160 -1.910 -2.245
H -1.691 -2.711 -2.481
H -3.012 -1.995 -2.674
```

The strongest force on any atom comes out at 1.11 eV/Å. The calculation puts the HOMO energy at -0.3600 hartree. As for the energy above the lowest of the compared OMol25 structures with the same formula, charge and spin: 7.7 kcal/mol. The electronic energy comes out at -33922.92880 eV. The HOMO-LUMO gap comes out at 0.350 Eh. The LUMO energy is -0.3 eV.



Record 10
Entry from the OMol25 dataset: C4H5NO3 in the gas phase (ωB97M-V/def2-TZVPD).

Structure (XYZ):
```
13
Properties=species:S:1:pos:R:3
O -1.360 -0.197 1.675
C -1.294 -0.187 0.349
C -0.637 -1.448 -0.266
C 0.106 -0.173 -0.158
O 0.453 0.638 -1.303
C 1.589 1.311 -0.847
N 1.871 1.075 0.360
O 1.098 0.130 0.865
H -0.455 0.141 1.932
H -2.028 0.474 -0.234
H -1.009 -1.617 -1.246
H -0.317 -2.271 0.372
H 1.983 2.124 -1.499
```

The strongest force on any atom comes out at 3.65 eV/Å. The calculation puts the HOMO energy at -0.3332 hartree. As for the energy above the lowest of the compared OMol25 structures with the same formula, charge and spin: 103.3 kcal/mol. As for the structure (SMILES): O[C@@H]1C[C@@]12OC=NO2. The electronic energy comes out at -11857.52350 eV. The HOMO-LUMO gap comes out at 0.366 Eh. The LUMO energy is 0.9 eV.



Record 11
Entry from the OMol25 dataset: 2 unconnected molecules or ions with the total composition C3H4ClFN3O2 (ωB97M-V/def2-TZVPD).

Structure (XYZ):
```
14
Properties=species:S:1:pos:R:3
C -0.490 0.429 1.165
H -0.400 2.362 0.387
Cl 0.051 -0.581 2.819
C 0.060 1.841 1.239
H 0.169 -0.651 -0.457
N -1.926 0.420 1.062
O -2.460 1.293 0.370
O -2.558 -0.546 1.466
C 1.521 1.867 0.992
N 2.656 2.022 0.839
N -0.290 2.578 2.446
H 0.093 3.518 2.428
H 0.075 2.093 3.265
F -0.012 -0.168 -1.392
```

The strongest force on any atom comes out at 4.10 eV/Å. The calculation puts the HOMO energy at -0.1789 hartree. As for the energy above the lowest of the compared OMol25 structures with the same formula, charge and spin: 16.1 kcal/mol. Its charge is -1. The electronic energy comes out at -26978.83393 eV. The HOMO-LUMO gap comes out at 0.308 Eh. The LUMO energy is 3.5 eV.



Record 12
Entry from the OMol25 dataset: a molecular structure, C24H24As2CsF6N6O7S2 (ωB97M-V/def2-TZVPD).

Structure (XYZ):
```
72
Properties=species:S:1:pos:R:3
Cs 1.306 0.153 -0.195
N -0.443 2.291 -3.727
C -0.222 1.562 -2.606
N -1.100 0.867 -1.985
C -2.425 0.951 -2.402
N -3.406 0.539 -1.687
N -3.141 0.029 -0.441
C -3.036 0.887 0.489
C -2.727 0.499 1.882
C -2.331 1.510 2.762
C -1.988 1.166 4.056
C -2.063 -0.165 4.441
C -2.485 -1.091 3.500
N -2.812 -0.783 2.249
C -2.714 1.586 -3.704
C -3.970 1.558 -4.301
C -4.204 2.223 -5.491
C -3.170 2.932 -6.100
C -1.914 2.966 -5.528
C -1.683 2.290 -4.330
H 0.299 2.869 -4.080
H 0.800 1.598 -2.242
H -3.105 1.955 0.284
H -2.264 2.529 2.403
H -1.650 1.927 4.750
H -1.794 -0.480 5.441
H -2.561 -2.143 3.763
H -4.755 1.008 -3.800
H -5.186 2.196 -5.947
H -3.346 3.459 -7.030
H -1.105 3.510 -6.000
O 2.490 2.517 -0.751
S 3.091 2.813 0.550
O 4.479 3.225 0.460
O 2.848 1.766 1.536
C 2.239 4.281 1.207
C 3.094 5.229 1.764
C 2.611 6.378 2.369
C 1.245 6.596 2.429
C 0.383 5.664 1.876
C 0.858 4.508 1.261
S -0.433 3.478 0.531
O -0.437 3.835 -0.875
O -1.657 3.853 1.237
O -0.054 2.097 0.814
H 4.156 5.035 1.706
H 3.303 7.095 2.795
H 0.848 7.486 2.903
H -0.689 5.806 1.913
O 3.892 -2.033 2.850
C 3.447 -2.566 1.890
N 3.033 -3.149 0.923
F 0.892 -1.507 -2.227
As 1.223 -1.970 -3.884
F -0.187 -1.114 -4.415
F 2.170 -0.532 -4.087
F 1.562 -2.467 -5.513
F 2.621 -2.840 -3.326
F 0.256 -3.406 -3.643
C 0.518 -4.266 2.055
As 0.937 -3.431 0.352
C 1.424 -4.902 -0.795
C -0.920 -3.085 -0.263
H -0.254 -5.022 1.906
H 0.141 -3.500 2.733
H 1.416 -4.713 2.474
H 0.749 -5.738 -0.605
H 2.453 -5.178 -0.586
H 1.327 -4.579 -1.830
H -1.432 -4.050 -0.269
H -0.896 -2.664 -1.264
H -1.430 -2.403 0.414
```

The strongest force on any atom comes out at 1.73 eV/Å. The calculation puts the HOMO energy (spin up / spin down) at -0.1228 / -0.1240 hartree. As for the energy above the lowest of the compared OMol25 structures with the same formula, charge and spin: 40.3 kcal/mol. Its charge is -2. The electronic energy comes out at -208757.84118 eV. The multiplicity is 2. The HOMO-LUMO gap (spin up / spin down) comes out at 0.263 / 0.242 Eh. The LUMO energy (spin up / spin down) is 3.8 / 3.2 eV.